This record from the Open Molecules 2025 dataset describes C13H20N2O5 in the gas phase at a distorted geometry. The level of theory is ωB97M-V with the def2-TZVPD basis set.

Results
- Gap between HOMO and LUMO: 0.2869 Eh
- LUMO: 0.386 eV
- Charge: 0
- SMILES string: O=c1cc(CO)oc(CN2CCN(CCO)CC2)c1O
- Multiplicity: 1
- Energy above the lowest of the compared OMol25 structures with the same formula, charge and spin: 381.3 kcal/mol

```
40
Properties=species:S:1:pos:R:3:forces:R:3
O 4.368 -0.628 -2.877 -0.853 -0.785 -0.512
C 3.643 -0.829 -1.897 3.474 -2.678 0.689
C 3.560 -2.155 -1.134 7.998 -0.900 -9.807
C 2.976 -2.178 -0.060 -2.560 -1.964 5.083
C 2.972 -3.426 0.775 -2.469 -1.498 4.557
O 3.319 -4.760 0.302 -2.539 1.872 -5.698
O 2.302 -1.095 0.274 -2.090 -4.450 5.578
C 2.407 0.075 -0.153 -0.411 5.384 -1.531
C 1.458 1.112 0.490 1.973 -4.339 -0.474
N 0.136 0.881 0.067 5.698 13.848 -6.705
C -0.532 2.152 0.165 -2.616 2.546 -1.470
C -1.914 2.406 -0.687 -0.998 -4.102 16.357
N -2.786 1.119 -0.041 3.969 1.437 -9.258
C -3.401 1.270 1.084 -1.622 -0.273 10.259
C -4.794 0.549 1.198 1.081 9.797 1.352
O -5.437 1.117 0.186 -3.375 1.679 -8.423
C -2.039 -0.102 -0.398 -4.376 0.967 18.669
C -0.545 -0.011 0.525 -10.563 -7.532 2.714
C 3.169 0.324 -1.229 -2.172 -2.623 0.233
O 3.013 1.294 -2.062 0.460 4.090 -1.465
H 4.400 -3.095 -1.413 -2.937 2.983 0.499
H 1.954 -3.511 1.369 1.100 0.294 -1.748
H 3.542 -3.388 1.739 0.463 0.642 -1.117
H 2.824 -4.828 -0.784 2.272 0.183 5.028
H 1.904 2.013 0.329 0.367 2.775 -1.178
H 1.543 0.987 1.524 0.066 -0.426 2.301
H -0.019 3.028 -0.145 1.704 0.306 -0.681
H -0.741 2.433 1.182 -0.500 -0.351 1.077
H -2.330 3.260 -0.279 -0.995 1.782 -0.028
H -1.707 2.247 -1.529 2.098 -1.901 -12.751
H -3.450 2.310 1.518 -0.291 -0.673 -1.144
H -2.933 0.769 2.065 0.505 0.565 -1.425
H -5.445 0.834 2.022 0.787 -0.786 0.818
H -4.610 -0.300 0.919 1.555 -10.239 -1.256
H -5.042 0.959 -0.860 -1.058 0.414 5.076
H -2.762 -0.972 0.096 2.334 1.684 -1.670
H -1.787 -0.212 -1.228 3.430 -1.534 -13.350
H -0.100 -0.813 0.193 1.860 -5.693 -0.379
H -0.733 0.050 1.577 -0.573 -0.473 1.297
H 3.618 1.114 -2.823 -0.195 -0.029 0.485
```
Positions in Å, forces in eV/Å.

---

This record from the Open Molecules 2025 dataset describes C24H29N5O3W as an isolated structure at a distorted geometry. The level of theory is ωB97M-V with the def2-TZVPD basis set.

Results
- Gap between HOMO and LUMO (spin up / spin down): 0.2049 / 0.1642 Eh
- <S²>: 2.026
- LUMO (spin up / spin down): -15.049 / -16.157 eV
- Charge: +4
- Multiplicity: 3
- Energy above the lowest of the compared OMol25 structures with the same formula, charge and spin: 52.5 kcal/mol

```
62
Properties=species:S:1:pos:R:3:forces:R:3
N 3.046 -1.622 4.008 -0.770 -0.658 -0.893
C 2.579 -2.619 3.641 0.701 1.069 0.776
C 1.995 -3.899 3.292 -0.355 -0.355 -0.147
H 2.498 -4.713 3.837 -0.144 0.269 -0.315
H 2.049 -4.056 2.207 0.190 -0.196 0.299
H 0.934 -3.887 3.566 0.193 -0.130 0.088
N -2.191 -1.777 -3.548 -0.746 0.908 0.366
C -3.263 -1.507 -3.900 1.320 -0.892 -0.016
C -4.580 -1.367 -4.486 -0.619 0.140 -0.214
H -4.788 -2.247 -5.115 0.131 0.297 0.217
H -4.639 -0.464 -5.103 0.082 -0.199 0.081
H -5.351 -1.300 -3.712 0.167 -0.060 -0.095
N 2.959 3.898 2.488 -0.864 0.101 -1.632
C 2.518 4.363 1.516 0.635 -0.422 1.686
C 1.932 5.045 0.370 -0.252 0.161 -0.448
H 0.903 4.677 0.214 0.276 0.261 0.128
H 2.504 4.811 -0.545 -0.111 0.455 0.424
H 1.889 6.137 0.570 0.146 -0.685 -0.310
W 1.005 0.129 -0.331 -8.924 1.757 7.945
C -0.746 1.338 -0.910 -3.596 3.329 -2.376
O -1.593 1.998 -1.336 3.436 -2.836 1.894
C -0.630 -1.553 0.156 -2.509 -3.496 2.776
O -1.276 -2.377 0.655 2.829 3.677 -2.593
C 1.789 -1.708 -0.929 1.850 -1.978 0.202
C 2.804 -0.876 -0.418 3.323 -1.476 -0.742
C 2.901 0.458 -0.904 3.562 0.011 -0.188
C 2.040 0.922 -1.925 0.556 1.887 -1.847
C 1.017 0.082 -2.399 0.219 -0.527 -4.036
C 0.908 -1.219 -1.907 -1.220 -1.319 -3.012
H 1.702 -2.740 -0.587 -0.069 0.278 0.149
H 3.419 -1.255 0.403 0.106 0.209 -0.246
H 3.608 1.183 -0.497 0.100 -0.305 0.088
H 2.140 1.926 -2.348 0.060 -0.238 0.288
H 0.337 0.417 -3.192 0.167 -0.130 0.326
H 0.060 -1.819 -2.252 0.128 0.035 -0.179
C -5.484 2.119 5.163 -0.888 0.835 -0.568
C -4.243 1.429 5.658 1.309 -1.269 0.709
N -2.974 1.769 4.988 -1.184 1.037 0.572
C -2.200 2.940 5.454 0.304 -0.204 0.268
C -2.439 3.187 6.927 0.001 0.201 0.479
C -2.678 1.036 3.853 -0.632 -2.495 -1.926
O -3.530 0.338 3.289 1.099 1.577 1.200
C -1.277 0.925 3.310 0.269 -0.527 -0.327
C -0.135 0.974 4.111 -0.084 0.601 0.109
C 1.148 0.999 3.582 0.864 -0.034 0.215
C 1.312 0.779 2.232 -1.306 0.437 0.326
N 0.175 0.588 1.498 0.132 -0.542 -0.304
C -1.095 0.550 1.979 0.474 1.345 0.389
H -5.467 3.184 5.414 0.001 -0.135 -0.212
H -6.328 1.675 5.698 0.143 -0.019 -0.025
H -5.630 1.955 4.093 -0.001 0.106 0.158
H -4.091 1.685 6.707 -0.066 -0.167 -0.148
H -4.340 0.339 5.563 -0.104 0.260 -0.105
H -1.133 2.758 5.256 -0.548 0.304 -0.097
H -2.491 3.854 4.906 -0.194 -0.382 -0.330
H -2.146 2.301 7.495 -0.111 0.108 0.169
H -1.826 4.019 7.269 0.109 0.008 -0.132
H -3.475 3.464 7.142 0.271 -0.020 -0.005
H -0.284 1.071 5.177 0.372 -0.038 0.115
H 2.023 1.230 4.182 -0.094 -0.332 0.122
H 2.307 0.782 1.735 -0.515 0.134 0.306
H -1.913 0.325 1.275 0.379 0.271 0.596
```
Positions in Å, forces in eV/Å.

---

This record from the Open Molecules 2025 dataset describes C6H15AgClN3O4 as an isolated structure at a distorted geometry. The level of theory is ωB97M-V with the def2-TZVPD basis set.

Results
- Gap between HOMO and LUMO: 0.3205 Eh
- LUMO: 0.269 eV
- Charge: 0
- Multiplicity: 1

```
30
Properties=species:S:1:pos:R:3:forces:R:3
Ag 1.524 -0.507 0.856 -0.591 -0.568 -0.147
C -0.777 -2.634 -0.279 1.949 1.815 -0.617
C -0.309 -1.770 -1.541 -0.603 -0.595 0.999
N 0.749 -0.781 -1.277 2.045 -2.483 -1.167
C 0.580 0.533 -1.843 0.124 0.862 -0.776
C -0.437 1.308 -0.991 0.073 0.262 -0.250
N -0.242 1.112 0.420 -1.298 -0.950 1.269
C -1.448 0.694 1.237 2.007 0.936 -0.266
C -1.941 -0.669 0.786 -0.756 -0.777 -0.109
N -0.907 -1.743 0.876 -0.535 0.155 1.054
H 0.055 -3.329 -0.069 -0.811 -0.164 0.080
H -1.731 -3.068 -0.514 -0.300 -0.821 -0.396
H -1.200 -1.233 -1.776 -0.541 0.529 -0.715
H -0.059 -2.427 -2.391 -0.138 0.178 0.357
H 1.617 -1.181 -1.700 -0.920 0.489 0.557
H 0.388 0.530 -2.961 -0.494 -0.086 1.132
H 1.541 1.063 -1.785 -0.157 -0.254 0.343
H -1.453 1.016 -1.215 -0.334 -0.037 -0.388
H -0.321 2.352 -1.237 -0.176 0.497 -0.245
H 0.259 1.834 0.890 0.179 0.800 0.109
H -2.246 1.434 1.114 -0.188 -0.096 0.106
H -1.103 0.738 2.336 -0.610 -0.401 -1.655
H -2.429 -0.680 -0.236 0.707 0.335 1.027
H -2.772 -0.910 1.471 0.130 -0.100 -0.239
H -1.188 -2.289 1.701 0.593 0.120 -0.608
O 4.047 2.712 2.039 -0.683 -0.613 0.063
Cl 2.797 2.144 1.632 -0.772 0.318 -0.665
O 1.657 2.914 2.111 0.743 -0.545 0.153
O 2.654 0.732 2.177 0.975 1.662 -0.011
O 2.694 2.106 0.169 0.380 -0.468 1.004
```
Positions in Å, forces in eV/Å.

---

This record from the Open Molecules 2025 dataset describes C5H5N3 in the gas phase at a distorted geometry. The level of theory is ωB97M-V with the def2-TZVPD basis set.

Results
- Gap between HOMO and LUMO: 0.3108 Eh
- LUMO: -0.064 eV
- Charge: 0
- Multiplicity: 1
- Energy above the lowest of the compared OMol25 structures with the same formula, charge and spin: 136.3 kcal/mol

```
13
Properties=species:S:1:pos:R:3:forces:R:3
C -0.690 1.245 -0.318 -0.674 0.372 0.065
C 0.253 -1.163 -0.246 1.836 1.534 -0.241
C -1.988 0.979 -0.011 0.850 1.016 -0.238
C 0.171 0.143 -0.404 0.243 -1.603 0.413
C -1.816 -1.405 0.276 -1.814 0.136 0.410
N -2.291 -0.310 0.219 -0.261 -1.333 0.158
N 1.475 -0.343 -0.707 -0.008 -0.207 -1.005
N 2.462 -0.070 0.264 0.313 0.316 0.667
H -0.325 2.236 -0.519 -0.058 0.157 -0.012
H 0.225 -2.194 -0.022 -0.123 -0.416 0.008
H -2.774 1.713 0.059 0.014 0.074 -0.011
H 2.108 -0.054 1.225 -0.096 -0.208 -0.197
H 3.191 -0.776 0.183 -0.222 0.162 -0.016
```
Positions in Å, forces in eV/Å.

---

This record from the Open Molecules 2025 dataset describes C5H6O in the gas phase. The level of theory is ωB97M-V with the def2-TZVPD basis set.

Results
- Gap between HOMO and LUMO (spin up / spin down): 0.2818 / 0.2817 Eh
- LUMO (spin up / spin down): -0.696 / -0.697 eV
- Charge: 0
- Multiplicity: 1
- Energy above the lowest of the compared OMol25 structures with the same formula, charge and spin: 111.5 kcal/mol

```
12
Properties=species:S:1:pos:R:3:forces:R:3
C -1.921 0.403 -0.158 0.008 0.013 0.010
C -0.968 -0.714 -0.457 0.027 -0.031 -0.075
C 0.405 -0.562 -0.360 0.086 0.428 -0.253
C 1.449 0.199 -0.361 -0.173 -0.288 0.196
C 2.588 0.482 0.443 -0.084 0.075 0.077
O 2.682 1.441 1.193 0.045 -0.267 -0.175
H -2.049 0.570 0.918 0.031 -0.103 -0.171
H -1.510 1.335 -0.569 -0.035 -0.159 0.041
H -2.905 0.195 -0.590 0.180 0.030 0.106
H -1.359 -1.686 -0.750 0.070 0.091 0.150
H 0.150 -1.442 0.408 -0.049 0.090 0.057
H 3.438 -0.220 0.283 -0.107 0.121 0.036
```
Positions in Å, forces in eV/Å.

---

This record from the Open Molecules 2025 dataset describes C33H37ClO2Si2Y as an isolated structure at a distorted geometry. The level of theory is ωB97M-V with the def2-TZVPD basis set.

Results
- Gap between HOMO and LUMO (spin up / spin down): 0.2338 / 0.1998 Eh
- LUMO (spin up / spin down): -3.125 / -3.486 eV
- Charge: +1
- Multiplicity: 1
- Energy above the lowest of the compared OMol25 structures with the same formula, charge and spin: 91.1 kcal/mol

```
76
Properties=species:S:1:pos:R:3:forces:R:3
C -1.352 -0.960 4.793 -1.012 -0.597 -0.265
C -2.031 -0.427 3.658 -0.151 -0.694 0.257
C -2.134 -1.463 2.676 0.063 -0.022 0.604
H -2.469 0.572 3.589 0.279 -0.356 -0.046
C -1.527 -2.640 3.216 -0.386 0.141 0.291
C -1.033 -2.331 4.522 -1.139 0.205 -0.063
H -0.573 -3.035 5.217 -0.049 0.275 -0.339
H -1.238 -0.452 5.751 0.226 -0.158 -0.423
H -2.641 -1.376 1.715 0.250 -0.054 0.259
H -1.459 -3.611 2.723 0.026 0.386 0.197
Y 0.364 -1.066 2.958 1.844 0.669 -0.321
Si -0.940 -0.962 -2.613 -1.346 1.743 -4.820
C -0.680 0.718 -3.562 0.022 -0.194 0.287
C 0.544 0.905 -4.212 0.130 0.079 -0.269
H 1.359 0.196 -4.038 -0.328 0.137 -0.337
C 0.730 1.955 -5.117 0.077 -0.010 0.065
H 1.669 2.011 -5.666 -0.179 0.132 0.112
C -0.283 2.887 -5.324 0.029 -0.166 0.297
H -0.149 3.700 -6.038 -0.066 -0.222 0.197
C -1.462 2.780 -4.578 -0.132 -0.078 0.138
H -2.241 3.530 -4.685 0.081 -0.083 -0.054
C -1.666 1.708 -3.707 0.491 -0.240 -0.176
H -2.593 1.612 -3.144 0.019 0.112 -0.203
C -0.138 -2.123 -3.890 0.570 -0.778 0.754
C -0.557 -2.143 -5.233 -0.060 0.138 -0.260
H -1.372 -1.489 -5.565 0.318 -0.184 0.150
C 0.065 -2.970 -6.184 0.183 0.004 0.574
H -0.239 -2.934 -7.231 -0.050 -0.012 0.343
C 1.106 -3.828 -5.795 -0.110 0.264 0.283
H 1.603 -4.480 -6.523 -0.268 0.334 0.312
C 1.516 -3.830 -4.457 0.081 -0.008 -0.047
H 2.340 -4.473 -4.130 -0.343 0.195 -0.183
C 0.901 -2.989 -3.523 0.048 -0.005 -0.255
H 1.243 -2.988 -2.488 0.018 -0.164 -0.332
H -2.420 -1.141 -2.747 0.248 0.148 0.049
Si 1.603 1.483 -1.254 -1.410 -0.538 -0.199
C 0.861 -0.140 -0.748 0.306 0.039 0.736
C -0.581 -0.390 -0.866 -0.397 0.167 -0.203
H -1.312 0.410 -0.709 0.331 -0.233 -0.264
C -1.112 -1.746 -0.759 -0.124 -2.033 3.332
H -2.191 -1.886 -0.772 0.288 0.044 0.101
C -0.308 -2.755 -0.193 -1.227 0.722 -0.648
H -0.757 -3.686 0.162 0.240 0.126 -0.526
C 1.033 -2.491 -0.025 1.164 -0.436 0.581
H 1.657 -3.266 0.415 -0.125 0.312 -0.399
C 1.610 -1.240 -0.326 -0.099 0.135 0.199
H 2.672 -1.106 -0.132 -0.022 -0.133 -0.222
C 0.288 2.737 -0.824 -0.498 0.438 -0.176
C -0.687 2.433 0.143 -0.314 0.631 -0.384
H -0.608 1.519 0.739 -0.042 0.364 -0.274
C -1.808 3.252 0.322 0.373 -0.228 0.003
H -2.582 2.933 1.014 0.035 0.203 0.049
C -1.946 4.427 -0.415 0.094 -0.070 -0.170
H -2.817 5.074 -0.264 0.351 -0.278 -0.122
C -0.975 4.747 -1.368 0.123 0.115 -0.005
H -1.086 5.637 -1.984 -0.023 -0.110 0.179
C 0.128 3.919 -1.576 -0.249 -0.529 0.326
H 0.852 4.128 -2.365 -0.271 0.134 0.185
H 2.745 1.747 -0.465 1.413 0.062 0.797
Cl 2.145 -2.826 2.753 0.089 -0.034 0.154
C 0.325 2.326 3.072 -0.096 0.435 -0.128
O 0.640 1.158 3.847 0.728 0.294 0.597
C 0.970 1.466 5.238 -0.491 0.018 -0.377
C 1.746 0.320 5.846 0.322 -0.562 -0.312
O 1.526 -0.890 5.088 0.442 0.464 0.471
C 2.155 -1.983 5.790 0.014 -0.256 0.185
H 0.871 2.274 2.121 -0.168 0.037 0.323
H 0.633 3.234 3.607 -0.077 -0.271 -0.184
H -0.758 2.375 2.884 0.368 -0.031 0.096
H 0.036 1.640 5.798 0.247 0.083 -0.368
H 1.603 2.366 5.263 -0.384 -0.199 -0.053
H 1.423 0.140 6.880 0.118 0.154 -0.165
H 2.830 0.533 5.836 -0.401 -0.148 0.032
H 3.116 -1.628 6.188 -0.252 -0.226 -0.055
H 1.498 -2.327 6.607 0.272 0.224 -0.218
H 2.323 -2.781 5.068 -0.028 0.176 0.328
```
Positions in Å, forces in eV/Å.

---

This record from the Open Molecules 2025 dataset describes C3H7NO in the gas phase. The level of theory is ωB97M-V with the def2-TZVPD basis set.

Results
- Gap between HOMO and LUMO: 0.3918 Eh
- LUMO: 0.910 eV
- Charge: 0
- SMILES string: CCC(N)=O
- Multiplicity: 1
- Energy above the lowest of the compared OMol25 structures with the same formula, charge and spin: 0.4 kcal/mol

```
12
Properties=species:S:1:pos:R:3:forces:R:3
C -1.538 0.213 0.035 -0.058 0.066 -0.038
C -0.279 -0.497 0.539 0.008 -0.070 0.076
C 0.951 0.348 0.255 -0.059 0.098 0.041
N 1.755 -0.104 -0.752 0.062 0.084 -0.035
O 1.188 1.375 0.865 -0.030 -0.291 -0.174
H -2.422 -0.414 0.180 0.110 0.092 0.005
H -1.683 1.152 0.575 0.026 -0.115 -0.083
H -1.460 0.447 -1.033 -0.018 -0.051 0.138
H -0.191 -1.493 0.089 0.021 0.148 0.028
H -0.339 -0.627 1.624 0.030 0.012 -0.144
H 1.501 -0.887 -1.330 0.001 0.096 0.132
H 2.517 0.487 -1.049 -0.093 -0.068 0.055
```
Positions in Å, forces in eV/Å.

---

This record from the Open Molecules 2025 dataset describes C3H4N2O2 in the gas phase at a distorted geometry. The level of theory is ωB97M-V with the def2-TZVPD basis set.

Results
- Gap between HOMO and LUMO: 0.3224 Eh
- LUMO: -0.042 eV
- Charge: 0
- Multiplicity: 1
- Energy above the lowest of the compared OMol25 structures with the same formula, charge and spin: 107.6 kcal/mol

```
11
Properties=species:S:1:pos:R:3:forces:R:3
C -1.612 -0.424 0.033 -0.536 0.921 0.209
N -0.236 -0.005 -0.135 -0.165 1.015 -0.060
N 0.765 -0.784 -0.716 0.555 -0.022 -0.300
C 1.957 -0.430 -0.194 -0.098 0.001 -0.050
O 2.167 0.380 0.718 -0.324 -0.021 -0.471
C -0.121 1.213 0.231 2.528 0.041 0.433
O 0.073 2.276 0.629 -0.863 -0.537 -0.405
H -2.223 -0.384 -0.864 0.447 -0.320 -0.487
H -1.630 -1.447 0.465 -0.248 1.075 0.348
H -1.923 0.534 0.560 -1.182 -1.985 0.550
H 2.783 -0.930 -0.726 -0.113 -0.169 0.233
```
Positions in Å, forces in eV/Å.

---

Question: Which formula does entry 5 have?
Answer: C5H6O

---

Question: What is the multiplicity in the eighth record?
Answer: 1